Here is a 10-piece molecular cluster, C35H90N5O30P5 overall from OMol25. Energies are from ωB97M-V with the def2-TZVPD basis set.

Atoms and positions in Å:
O -6.39329 -3.00548 -0.02891
O 3.96916 -0.62808 -2.57781
O -0.61736 -2.93200 1.71462
O -3.65547 2.39306 1.95478
C -7.01514 1.11422 -2.14788
H 8.12820 -7.25861 0.99224
H 1.71485 -0.09206 4.03688
H 1.16851 -2.42570 3.45873
H 6.63630 -0.81532 0.31962
H -7.06874 2.18195 -1.93090
H -0.96100 -1.63654 9.58584
C 0.12069 -0.51552 5.48324
H -0.22092 2.43076 -4.51833
C 4.54233 3.50456 -1.20993
H 5.46085 3.84513 -1.68855
C 0.67862 0.17127 4.23280
C 1.47367 -3.08059 2.64598
H 5.07183 -7.70439 0.44477
H -4.45640 7.56612 -3.65543
C -2.54593 8.55901 -3.06365
O 4.01927 5.64180 -3.36781
O 7.34637 -5.75563 -0.08661
H 3.05948 -7.08024 1.96795
H -3.92449 -3.17818 7.51288
O -2.76340 6.31218 -3.95517
O -4.64898 -2.99374 -1.85774
H 0.82660 1.00173 -4.89790
H -1.44121 2.15901 -1.35885
H 1.75804 2.91461 0.42648
H 9.66792 -5.41007 -0.30258
H 2.83860 -2.80982 -2.08885
H 2.44779 -5.92415 0.81956
C -6.12462 0.38150 -1.12893
C 1.87835 2.95471 -5.12326
H -5.11793 0.77365 -1.30822
H 0.02241 -0.06207 3.39615
H 4.30897 -6.67777 -0.70134
H -7.98804 0.63415 -2.22782
H 2.26667 1.38594 1.26791
H 2.74390 2.30596 -5.24080
O -1.29556 -0.23903 5.49597
C 2.99042 -6.86467 0.89299
H 1.56917 3.32451 -6.09938
P -3.44081 4.85658 -4.06162
H -4.48825 5.14975 -6.50558
O -6.22885 -0.99888 -1.51964
H -1.65962 -4.06856 -0.65293
H -5.91101 -5.77357 1.74361
C -3.46083 7.37470 -3.24467
H -7.48369 -5.43629 1.09723
O 3.42191 3.67318 -2.08999
H -4.00126 0.07497 2.37399
O -4.31718 -1.43470 0.12523
H -6.17926 0.55229 -0.05412
H -0.31590 -0.27381 0.52563
C -2.93944 0.26018 2.47364
H 5.31115 -2.19406 2.03811
H -2.17572 -4.30364 6.25436
H -2.49771 -0.97643 9.29670
H 2.56705 5.95977 -5.91686
O -1.43630 -1.56116 7.62449
H -3.24451 1.91539 -1.40379
H 4.33528 7.53960 -4.01411
H -2.95305 -4.28617 4.71465
H 0.93695 2.02892 -3.46746
C 0.01225 -0.74557 -0.40045
H -2.35580 -2.59716 -0.17240
P 3.64233 4.10605 -3.60750
O -4.95457 5.08193 -4.53588
H 4.93264 -0.58206 0.41188
H -2.49143 4.30244 -0.78531
H 3.04989 7.60028 -6.02022
O -3.64244 4.42614 -2.52261
H 3.30786 -3.57971 -3.61837
H -2.42476 -0.30947 1.70397
P -5.31776 -2.07309 -0.74213
C -0.65583 0.31248 9.00043
H -3.72284 6.84634 -2.31796
H -2.35981 2.16456 -2.88219
H -2.28163 8.98751 -4.03311
C 0.79828 2.03243 -4.55860
H -1.60290 8.16959 -2.67970
O -2.22112 -2.51235 5.44384
N 4.19038 -1.69483 -3.10614
O 3.00088 4.41528 1.88864
H 4.30766 4.11079 -0.33379
H 5.25487 1.93778 0.13756
H -6.92894 4.58857 -7.16190
C -2.93140 -3.76769 5.66830
N 0.23942 -3.71575 2.10449
C 4.69211 2.06207 -0.78512
N 3.12169 3.21658 1.85623
H 7.72519 -5.84833 1.94300
C 4.41844 -6.83125 0.38422
H -3.00694 9.33968 -2.46579
O 5.06745 -5.69632 0.93694
H -5.19549 3.60853 -5.91895
H -3.91115 -4.59452 -0.69929
O 5.19529 -2.01080 -3.69055
H 1.09142 2.55611 2.00995
O 0.23109 -4.90130 1.86850
H 0.65612 -0.31408 6.40745
H 2.32148 -7.64105 0.52151
C -2.38709 2.43800 -1.82290
C -5.27760 4.69606 -5.90244
O -2.59780 4.01709 -4.95481
H 9.64914 -4.56690 1.20811
C -2.48799 3.96145 -1.82262
H -2.52558 0.08183 3.46301
O 1.70943 0.52818 -1.40246
H 0.11735 -1.59695 5.28884
C 9.57528 -5.56742 0.76889
H 2.00737 7.02095 -4.67590
C -1.47956 -0.94704 8.91124
H -6.84948 6.15662 -6.61740
O 2.18826 4.07447 -4.27882
P 6.06469 -4.82918 -0.01759
H -6.07248 -5.45140 0.02226
O 6.33571 -3.57323 0.92388
C 5.68720 -1.33096 0.16249
O 4.13035 2.63532 2.19439
O 4.66101 3.35021 -4.35959
H -7.34274 4.81141 -5.45197
H -0.86710 1.01924 8.18953
H 0.41159 0.12612 8.87248
C -4.13820 -3.63931 6.54569
O 2.25475 -1.07360 -0.08984
C 8.17402 -6.16799 0.99853
H 0.53635 1.23500 4.44131
H 3.72635 1.59481 -0.59095
C -6.68308 5.14579 -6.24984
H 4.38351 -2.96145 0.71183
C 4.12851 6.56092 -4.44763
O 5.56006 -4.51699 -1.35834
N 1.42657 -0.40726 -0.69347
H 2.18474 -3.82230 2.99277
C 1.96543 2.42061 1.37726
H 5.68977 -1.58414 -0.89703
H -4.49549 -4.58335 6.97974
C -2.31908 -3.27892 -1.01672
H 10.37985 -6.07509 1.29860
H 2.23657 -2.08892 -3.68402
H -3.39346 -4.53480 -2.34909
H -1.55556 4.37241 -2.21800
H -5.04463 -3.19953 6.13342
C 5.34980 -2.54561 1.00434
H -0.80481 0.88532 9.91475
H -0.04026 -1.82471 -0.41738
H 5.14499 1.51323 -1.61139
P -2.29672 -1.18816 6.32528
H -0.61350 -0.21543 -1.11838
C 2.99481 -2.65230 -3.15391
C 2.87730 6.80236 -5.29714
C -6.43458 -5.15881 1.00743
N -2.69677 1.70815 2.25203
H -6.87206 -3.28477 1.94956
O -3.61635 -0.64043 6.65355
C -3.63328 -3.89454 -1.50052
C -6.15858 -3.66119 1.21590
H 1.84340 -2.48899 1.81031
H -1.94335 -2.75153 -1.89829
O -1.55550 2.13560 2.29046
H -5.13588 -3.48594 1.55077
H -6.58352 1.10331 -3.15018
H 4.94653 6.20063 -5.07858

Cartesian forces (eV/Å) of the 6 atoms listed first:
O 0.139 0.763 -0.485
O 0.253 -0.002 0.232
O -0.023 -0.293 0.710
O 0.043 -0.067 0.250
C 0.110 0.176 0.552
H 0.381 0.039 -0.078

The net charge is 0. The calculated total energy is -5625.31131 Ha. Its LUMO energy is -0.01373 Eh. As for the multiplicity: 1.

Here are the Mulliken charges for atoms 1 to 99, given in e: number 1, O, carries -0.335; number 2, O, carries -0.337; number 3, O, carries -0.268; number 4, O, carries -0.604; number 5, C, carries -1.423; number 6, H, carries 0.345; number 7, H, carries 0.502; number 8, H, carries -0.532; number 9, H, carries 0.440; number 10, H, carries 0.407; number 11, H, carries 0.267; number 12, C, carries -0.264; number 13, H, carries 0.116; number 14, C, carries -0.842; number 15, H, carries 0.456; number 16, C, carries -0.773; number 17, C, carries 0.558; number 18, H, carries 0.328; number 19, H, carries 0.291; number 20, C, carries -1.206; number 21, O, carries -0.385; number 22, O, carries -0.269; number 23, H, carries 0.299; number 24, H, carries 0.238; number 25, O, carries -0.236; number 26, O, carries -0.326; number 27, H, carries 0.412; number 28, H, carries -0.079; number 29, H, carries 0.231; number 30, H, carries 0.286; number 31, H, carries 0.079; number 32, H, carries 0.095; number 33, C, carries 0.385; number 34, C, carries -0.449; number 35, H, carries -0.246; number 36, H, carries -0.152; number 37, H, carries 0.298; number 38, H, carries 0.355; number 39, H, carries -0.176; number 40, H, carries 0.376; number 41, O, carries -0.095; number 42, C, carries -1.047; number 43, H, carries 0.340; number 44, P, carries 0.902; number 45, H, carries 0.356; number 46, O, carries -0.345; number 47, H, carries 0.327; number 48, H, carries 0.348; number 49, C, carries -0.076; number 50, H, carries 0.335; number 51, O, carries 0.122; number 52, H, carries 0.303; number 53, O, carries 0.363; number 54, H, carries 0.359; number 55, H, carries 0.171; number 56, C, carries 0.006; number 57, H, carries 0.456; number 58, H, carries 0.241; number 59, H, carries 0.361; number 60, H, carries 0.196; number 61, O, carries -0.327; number 62, H, carries -0.422; number 63, H, carries 0.293; number 64, H, carries 0.328; number 65, H, carries -0.070; number 66, C, carries -0.962; number 67, H, carries -0.002; number 68, P, carries 0.502; number 69, O, carries -0.363; number 70, H, carries -0.053; number 71, H, carries 0.507; number 72, H, carries 0.415; number 73, O, carries -0.358; number 74, H, carries 0.304; number 75, H, carries 0.047; number 76, P, carries -0.063; number 77, C, carries -1.025; number 78, H, carries 0.283; number 79, H, carries 0.405; number 80, H, carries 0.305; number 81, C, carries -0.519; number 82, H, carries 0.288; number 83, O, carries 0.094; number 84, N, carries 0.864; number 85, O, carries -0.593; number 86, H, carries 0.342; number 87, H, carries 0.496; number 88, H, carries 0.371; number 89, C, carries -0.194; number 90, N, carries 0.770; number 91, C, carries -0.726; number 92, N, carries 1.099; number 93, H, carries 0.300; number 94, C, carries -0.278; number 95, H, carries 0.370; number 96, O, carries -0.238; number 97, H, carries 0.271; number 98, H, carries 0.190; number 99, O, carries -0.552